{
  "formula": "C16H59N19O13",
  "method": "the ωB97M-V functional and the def2-TZVPD basis",
  "species": ["C", "O", "H", "H", "H", "H", "C", "O", "H", "H", "H", "H", "C", "O", "H", "H", "H", "H", "C", "O", "N", "N", "H", "H", "H", "H", "C", "O", "N", "N", "H", "H", "H", "H", "C", "O", "N", "N", "H", "H", "H", "H", "C", "O", "N", "N", "H", "H", "H", "H", "C", "O", "N", "N", "H", "H", "H", "H", "C", "O", "N", "N", "H", "H", "H", "H", "C", "O", "N", "N", "H", "H", "H", "H", "C", "O", "N", "N", "H", "H", "H", "H", "C", "O", "N", "N", "H", "H", "H", "H", "C", "C", "C", "O", "C", "N", "H", "H", "H", "H", "H", "H", "H", "H", "H", "H", "H"],
  "xyz": [[-1.687738, 3.856553, 1.985605], [-0.646598, 3.207763, 1.258645], [-1.384378, 4.795423, 2.448845], [-2.402748, 4.086203, 1.195595], [-2.200678, 3.285383, 2.759395], [-0.933788, 2.511123, 0.663815], [3.460492, 0.905193, -0.826985], [3.433282, -0.475547, -0.484335], [3.072102, 1.426593, 0.047875], [4.447162, 1.206883, -1.178505], [2.799242, 1.018093, -1.686125], [2.741712, -0.501457, 0.180995], [5.103392, -1.593037, -3.010605], [3.742602, -1.619657, -2.811725], [5.464602, -2.265037, -3.789105], [5.243472, -0.536257, -3.237965], [5.642292, -1.871447, -2.104975], [3.644412, -1.341857, -1.898055], [2.766652, -5.079347, 0.869555], [3.154012, -5.386787, -0.207555], [3.016722, -3.936527, 1.415135], [2.093092, -5.840447, 1.694725], [3.413112, -3.220907, 0.822795], [2.461462, -3.688287, 2.221455], [1.788812, -5.470697, 2.583995], [2.029192, -6.808987, 1.415545], [2.830622, 3.011333, 3.298015], [3.660802, 3.071423, 4.201155], [1.512422, 3.026523, 3.384255], [3.172792, 3.011963, 1.991145], [0.972332, 2.714303, 2.589955], [1.131082, 3.235223, 4.295925], [2.419842, 3.041203, 1.318605], [4.093412, 3.316373, 1.708505], [-4.874908, 0.348223, 1.870745], [-5.605378, 0.768963, 1.042605], [-4.912668, -0.806067, 2.431195], [-3.913138, 1.048293, 2.420075], [-5.660608, -1.431077, 2.166515], [-4.327298, -0.903277, 3.248505], [-3.340498, 0.581533, 3.108775], [-4.097798, 2.036533, 2.323125], [-4.116858, 0.911483, -3.113955], [-4.145088, 1.395493, -4.244025], [-4.712288, 1.361433, -2.051735], [-3.523608, -0.252687, -2.912995], [-5.500768, 1.991453, -2.013445], [-4.400998, 0.826083, -1.253865], [-3.012368, -0.544827, -3.733595], [-3.601878, -0.735477, -2.029315], [-1.754748, -0.117607, 5.506335], [-2.159918, -0.098557, 4.367955], [-2.063548, -1.010657, 6.344905], [-0.891498, 0.711253, 6.099175], [-1.672958, -0.939177, 7.273575], [-2.544468, -1.862577, 6.093795], [-0.992628, 0.726693, 7.103975], [-0.636438, 1.513263, 5.540755], [-3.545838, -2.925587, -0.336565], [-3.734958, -1.821357, -0.755055], [-2.566268, -3.605027, -0.906925], [-4.339228, -3.557347, 0.404795], [-1.985888, -3.082727, -1.547585], [-2.383868, -4.561857, -0.639915], [-5.249898, -3.163537, 0.593745], [-4.263188, -4.543327, 0.610125], [1.821692, 3.866663, -1.326235], [2.716882, 4.294813, -2.070365], [1.597892, 4.316463, -0.134055], [0.977312, 2.953903, -1.690825], [2.125202, 5.174033, -0.052755], [0.746992, 4.022303, 0.323705], [0.991222, 2.544613, -2.614075], [0.330012, 2.521343, -1.047405], [-0.794738, -2.212537, -4.002035], [-1.018338, -3.236947, -3.397005], [-1.560758, -1.619577, -4.794125], [0.450442, -1.800737, -4.064585], [-2.458268, -2.058757, -4.941415], [-1.194268, -0.949877, -5.455395], [1.174592, -2.361577, -3.638955], [0.659182, -0.826547, -4.230305], [1.778992, 1.227663, -4.456565], [0.874182, 1.090793, -3.585315], [2.861652, 0.549923, -4.542425], [1.923532, 2.252673, -5.252185], [3.027182, -0.201377, -3.888025], [3.478442, 0.775353, -5.309805], [1.102002, 2.839993, -5.236785], [2.657062, 2.386033, -5.933535], [0.189462, -0.512307, -0.855845], [-0.591258, -0.466737, 0.427925], [0.333052, -0.019477, 1.580975], [1.501812, -0.829927, 1.522535], [2.504482, -0.596117, 2.477005], [-1.732348, 0.425423, 0.252285], [-0.391628, -0.778807, -1.738695], [1.052522, -1.171527, -0.948835], [0.611912, 0.485513, -0.974175], [-1.109898, -1.386027, 0.699975], [-0.307418, -0.121257, 2.457075], [0.569862, 1.033343, 1.427445], [3.330592, -1.170937, 2.058415], [2.159562, -1.086017, 3.387565], [2.743902, 0.463603, 2.565175], [-2.114708, 0.720173, 1.139425], [-2.541668, 0.113283, -0.265085]],
  "forces_ev_per_a": [[-1.1, 0.1, -1.3], [1.4, 0.4, 1.2], [0.6, -0.2, -0.3], [-0.6, 0.4, 0.4], [0.4, -0.5, 0.0], [-1.1, -0.6, 0.0], [-0.5, -0.3, -0.8], [0.9, -0.1, 0.3], [0.4, 0.6, -0.4], [0.1, 0.1, 0.6], [-0.2, 0.5, 0.1], [-0.6, -0.8, 0.2], [1.0, 0.7, 0.0], [-1.6, -1.3, -0.6], [-0.3, 0.1, -0.3], [1.5, 0.1, -0.4], [0.2, 0.1, 0.1], [-0.8, 0.2, 0.9], [0.1, -0.3, -0.2], [1.0, -1.4, -3.3], [1.0, 4.6, 1.7], [-1.9, -3.0, 1.4], [-0.3, 0.0, 0.2], [0.4, 0.6, -0.3], [0.0, -0.8, -0.2], [-0.4, 0.2, 0.5], [2.4, 0.7, 0.0], [-0.7, 0.1, 0.0], [-2.0, -0.1, 1.6], [1.0, -0.6, -1.3], [-0.5, 0.4, 0.5], [-0.3, -0.5, -0.3], [0.6, 0.5, -0.1], [-0.2, -0.3, 0.1], [0.6, 0.9, 0.6], [-2.8, 1.3, -3.3], [-0.9, -4.8, 1.3], [2.1, 2.8, 0.2], [0.4, 0.0, 0.4], [-0.5, -0.9, 0.0], [0.4, 1.0, 0.6], [0.8, -0.1, 0.5], [-0.2, -0.2, -3.4], [-0.2, 0.9, -0.5], [-0.9, 1.2, 3.2], [1.3, -0.9, -0.5], [0.5, -0.2, -0.1], [-1.2, 0.7, 0.7], [0.1, -0.3, 0.8], [0.3, -0.6, -0.4], [1.0, 1.3, -0.6], [-0.5, 0.6, -2.9], [-2.2, -4.9, 3.5], [1.2, 2.1, -1.1], [-0.1, -0.6, 0.2], [-0.1, 0.3, 0.0], [0.5, 0.8, 0.2], [0.0, 0.3, 0.6], [2.8, 0.2, -4.0], [-1.1, 4.1, 0.2], [1.8, -1.6, 0.2], [-4.8, -3.3, 4.7], [0.3, -0.6, -0.2], [0.4, 0.3, -0.4], [0.4, 0.1, 0.0], [0.2, 0.3, -0.1], [1.6, 0.3, -3.1], [0.1, 0.1, 0.2], [0.8, 1.9, 2.7], [-2.3, -2.6, -1.3], [-0.5, 0.1, 1.1], [-0.1, 0.9, 0.5], [0.1, -0.1, 0.2], [0.0, 0.2, -0.2], [4.2, -3.4, 2.0], [-1.8, -1.8, 1.6], [-5.2, 3.0, -4.0], [3.6, 1.6, 0.0], [0.0, 0.4, -0.2], [-0.4, -0.2, 0.1], [-0.3, 0.2, 0.3], [0.0, -0.1, 0.2], [-1.2, 1.0, 2.7], [0.8, -0.3, -2.1], [3.0, -3.8, 0.3], [-2.9, 3.7, -1.9], [0.5, -0.6, -0.1], [0.2, -0.6, 0.6], [0.4, 0.5, -0.6], [-0.4, 0.0, 0.4], [0.4, -0.1, -0.8], [-0.7, -0.9, -0.3], [-1.2, -0.4, -0.9], [-1.1, 0.4, -0.8], [-0.3, -0.8, 0.1], [0.6, 2.6, 0.6], [-0.4, 0.4, 0.2], [-0.2, -0.3, 0.7], [-0.1, 0.1, -0.4], [1.0, -0.9, 0.1], [0.7, -0.1, 0.8], [0.3, 0.2, 0.0], [0.5, 0.3, 0.5], [0.4, 0.5, 0.5], [0.1, -0.1, 0.3], [-0.1, -0.1, 0.3], [0.5, -0.7, -0.3]],
  "lowdin_charge": [-0.123, -0.191, 0.083, 0.087, 0.058, 0.039, -0.091, -0.153, 0.067, 0.097, 0.060, 0.021, -0.170, -0.154, 0.083, 0.074, 0.089, 0.017, -0.837, 0.065, 0.175, 0.154, 0.111, 0.101, 0.098, 0.115, -0.739, 0.010, 0.175, 0.139, 0.056, 0.107, 0.041, 0.119, -0.850, 0.053, 0.187, 0.151, 0.110, 0.092, 0.046, 0.109, -0.770, -0.022, 0.186, 0.168, 0.122, 0.072, 0.064, 0.031, -0.978, -0.043, 0.089, 0.104, 0.016, 0.075, 0.021, 0.076, -0.789, 0.017, 0.194, 0.192, 0.076, 0.110, 0.119, 0.119, -0.784, -0.010, 0.158, 0.193, 0.133, 0.071, 0.058, 0.088, -0.818, 0.028, 0.185, 0.182, 0.140, 0.140, 0.115, 0.056, -0.715, -0.030, 0.198, 0.175, 0.077, 0.125, 0.128, 0.119, -0.038, -0.388, -0.151, -0.237, -0.082, 0.075, 0.067, 0.081, 0.053, 0.130, 0.119, 0.095, 0.080, 0.090, 0.079, 0.041, 0.044],
  "s_squared": 0.7503,
  "charge": -1,
  "total_energy_ev": -72481.657,
  "homo_lumo_gap_ha": [0.07504, 0.32344],
  "spin_multiplicity": 2,
  "largest_force_ha_per_bohr": 0.1448
}